[1]
Here is C5H9NO in the gas phase from the OMol25 dataset. Energies are from ωB97M-V/def2-TZVPD.

Last column: Mulliken charge in e.
Geometry (Å):
C: -0.8887 1.1750 -0.7325  -1.607
C: -0.1130 0.1073 0.0220  1.727
C: -0.7032 -0.1331 1.4084  -1.653
C: 0.2623 -1.2441 -0.6624  -0.766
N: 1.6626 -0.9282 -0.3690  -0.166
C: 1.4077 0.3658 0.0081  0.045
O: 2.1107 1.3317 0.1791  -0.628
H: -0.7978 2.1110 -0.1689  0.344
H: -1.9546 0.9328 -0.8115  0.393
H: -0.4869 1.3590 -1.7348  0.389
H: -0.7060 0.7802 2.0117  0.361
H: -0.1392 -0.9035 1.9420  0.402
H: -1.7336 -0.4896 1.2952  0.379
H: -0.1091 -2.1405 -0.1529  0.299
H: 0.0361 -1.2954 -1.7342  0.274
H: 2.5233 -1.3453 -0.6974  0.206

The value obtained for the highest occupied orbital energy is -0.353 Ha. The LUMO energy is 0.85 eV. As for the net charge: 0. The SMILES is CC1(C)CNC1=O. The calculation puts the orbital gap at 0.385 hartree. Its max |F| is 0.5 eV/A.

=====

[2]
Here is 2 unconnected molecules or ions with the total composition C5H9NO from the OMol25 dataset. Energies are from ωB97M-V/def2-TZVPD.

Last column: Mulliken charge in e.
Geometry (Å):
C: 1.7982 -1.3247 0.4957  -1.343
C: 0.5789 -0.5970 0.9969  0.341
N: 0.6464 0.8646 0.8693  -0.113
C: -0.4065 0.9532 0.0409  0.474
O: -0.9315 1.9239 -0.5006  -0.556
C: -0.6435 -0.5375 0.0471  -0.646
C: -2.0590 1.0762 -1.8021  -0.619
H: 2.0371 -1.0147 -0.5238  0.360
H: 1.6071 -2.4000 0.5001  0.314
H: 2.6706 -1.1254 1.1233  0.348
H: 0.3178 -0.9061 2.0100  0.277
H: 1.2724 1.5673 1.2318  0.170
H: -1.6086 -0.8410 0.4573  0.275
H: -1.7712 1.8360 -2.5356  0.190
H: -2.9238 1.5848 -1.3514  0.171
H: -0.5122 -0.9889 -0.9370  0.357

The value obtained for the highest occupied orbital energy is -0.286 Ha. The LUMO energy is 0.78 eV. As for the net charge: 0. The calculation puts the orbital gap at 0.315 hartree. Its max |F| is 1.0 eV/A.

=====

[3]
Here is C5H9NO in the gas phase from the OMol25 dataset. Energies are from ωB97M-V/def2-TZVPD.

Last column: Mulliken charge in e.
Geometry (Å):
O: -1.9380 -0.6578 1.3622  -0.567
C: -1.3242 -0.7002 0.1041  0.187
C: 0.1343 -1.2167 0.0685  -1.003
C: 0.5188 0.0814 -0.5991  0.408
C: 1.8202 0.7437 -0.6803  -0.381
N: 0.9522 1.2838 0.3058  -0.546
C: -0.9695 0.6502 -0.5411  -0.575
H: -1.3380 -0.1957 1.9616  0.339
H: -1.9928 -1.2579 -0.5403  0.392
H: 0.2572 -2.1312 -0.5140  0.257
H: 0.5953 -1.3915 1.0504  0.285
H: 2.0945 1.3983 -1.4845  0.242
H: 2.6501 0.2097 -0.2437  0.228
H: 1.1489 0.8810 1.2049  0.228
H: -1.2966 1.4905 0.1202  0.229
H: -1.3228 0.8585 -1.5296  0.278

The value obtained for the highest occupied orbital energy is -0.329 Ha. The LUMO energy is 0.95 eV. As for the net charge: 0. The SMILES is O[C@H]1C[C@]2(CN2)C1. The calculation puts the orbital gap at 0.364 hartree. Its max |F| is 3.5 eV/A.

=====

[4]
Here is a molecular structure, C5H9NO from the OMol25 dataset. Energies are from ωB97M-V/def2-TZVPD.

Last column: Mulliken charge in e.
Geometry (Å):
C: 0.8430 -0.8924 1.3436  -1.303
C: 0.8849 -0.9213 -0.1652  0.053
N: -0.2248 -1.5712 -0.8637  -0.676
C: -0.0379 -0.1353 -1.0128  0.032
C: -1.1201 0.7443 -0.3922  -0.757
C: -0.2684 2.1679 -0.1069  0.071
O: 0.0349 3.1763 0.4667  -0.440
H: -0.1886 -0.9132 1.7066  0.288
H: 1.3578 -1.7637 1.7609  0.367
H: 1.3332 0.0099 1.7275  0.293
H: 1.8811 -1.0609 -0.5866  0.437
H: 0.0831 -2.0746 -1.6900  0.258
H: 0.3600 0.2736 -1.9422  0.424
H: -1.6592 0.0954 0.3259  0.461
H: -1.8391 1.0699 -1.1503  0.392
H: -1.4400 1.7951 0.5787  0.100

The value obtained for the highest occupied orbital energy is -0.272 Ha. The LUMO energy is 0.56 eV. As for the net charge: 0. The calculation puts the orbital gap at 0.293 hartree. Its max |F| is 0.9 eV/A.

=====

[5]
Here is C5H9NO in the gas phase from the OMol25 dataset. Energies are from ωB97M-V/def2-TZVPD.

Last column: Mulliken charge in e.
Geometry (Å):
C: 1.3325 -0.9076 1.2371  -1.338
C: 0.3577 -0.5237 0.1369  0.375
C: -1.1677 -0.6908 0.4171  -0.652
C: -1.4803 0.4991 -0.5291  -0.382
C: -0.0205 0.8151 -0.4829  -0.142
N: 0.6583 1.5582 -1.2975  0.228
O: 0.2101 2.1693 -2.3098  -0.642
H: 1.1867 -1.9774 1.4437  0.337
H: 1.1650 -0.3696 2.1730  0.330
H: 2.3758 -0.7819 0.9289  0.360
H: 0.7025 -1.0210 -0.7833  0.208
H: -1.6442 -1.6547 0.2146  0.324
H: -1.3984 -0.4186 1.4540  0.246
H: -2.0801 1.3205 -0.1267  0.269
H: -1.8914 0.2018 -1.5012  0.241
H: 1.6554 1.6784 -1.0675  0.239

The value obtained for the highest occupied orbital energy is -0.304 Ha. The LUMO energy is 0.66 eV. As for the net charge: 0. The SMILES is C[C@H]1CC/C1=[NH+]\[O-]. The calculation puts the orbital gap at 0.328 hartree. Its max |F| is 0.8 eV/A.

=====

[6]
Here is 2 unconnected molecules or ions with the total composition C5H9NO from the OMol25 dataset. Energies are from ωB97M-V/def2-TZVPD.

Last column: Mulliken charge in e.
Geometry (Å):
C: 1.3420 0.6274 0.1088  -1.635
C: 0.1533 -0.3272 0.0838  1.911
C: 0.3837 -1.5705 0.9331  -1.530
C: -1.2429 0.2977 0.3815  -0.756
N: -1.6261 0.0105 -0.8751  0.131
C: -0.4172 -0.6072 -1.3210  -0.029
O: -0.1070 -1.1042 -2.3597  -0.543
H: 2.2389 0.1123 -0.2542  0.379
H: 1.5309 0.9689 1.1321  0.362
H: 1.1776 1.5101 -0.5189  0.385
H: 0.5868 -1.2674 1.9653  0.375
H: 1.2354 -2.1500 0.5643  0.363
H: -0.4999 -2.2178 0.9377  0.381
H: -1.2439 2.4741 0.4588  -0.123
H: -0.9907 3.0719 0.0918  0.152
H: -2.5210 0.1714 -1.3284  0.176

The value obtained for the highest occupied orbital energy is -0.338 Ha. The LUMO energy is 0.50 eV. As for the net charge: 0. The calculation puts the orbital gap at 0.356 hartree. Its max |F| is 0.6 eV/A.

=====

[7]
Here is C5H9NO in the gas phase from the OMol25 dataset. Energies are from ωB97M-V/def2-TZVPD.

Last column: Mulliken charge in e.
Geometry (Å):
C: -1.4077 0.9992 1.1135  -0.895
C: -1.1722 -1.1366 -0.3575  -0.607
N: -1.2892 0.4056 -0.2206  0.111
C: -0.0479 -0.2368 -0.7222  -0.092
C: 1.1823 -0.1403 0.1509  -0.619
C: 2.3406 -0.9076 -0.4409  -0.049
O: 2.3468 -1.3946 -1.5453  -0.467
H: -0.5791 1.6823 1.3257  0.278
H: -2.3505 1.5493 1.1719  0.359
H: -1.4215 0.1767 1.8288  0.315
H: -1.7455 -1.3872 -1.2610  0.124
H: -1.7592 0.9495 -0.9376  0.357
H: 0.1582 0.0737 -1.7517  0.289
H: 0.9786 -0.5449 1.1499  0.281
H: 1.5321 0.8972 0.2805  0.279
H: 3.2340 -0.9855 0.2157  0.335

The value obtained for the highest occupied orbital energy is -0.276 Ha. The LUMO energy is 0.73 eV. As for the net charge: 0. The calculation puts the orbital gap at 0.303 hartree. Its max |F| is 0.5 eV/A.

=====

[8]
Here is C5H9NO in the gas phase from the OMol25 dataset. Energies are from ωB97M-V/def2-TZVPD.

Last column: Mulliken charge in e.
Geometry (Å):
C: 1.8895 -0.4801 0.2577  -1.384
C: 0.4717 -0.9210 0.1340  -0.354
C: -0.6325 -0.6448 -1.1965  -1.047
C: -0.6726 -0.0121 0.1787  1.540
C: -0.4892 1.4766 0.2909  -1.422
N: -2.1127 -0.5659 0.5505  -0.074
O: -2.8865 0.2813 0.9416  -0.333
H: 2.5629 -1.2233 -0.1789  0.375
H: 2.0807 0.4833 -0.2182  0.276
H: 2.1563 -0.3986 1.3180  0.315
H: 0.3160 -1.9471 0.4524  0.424
H: -1.0439 -1.6134 -1.4432  0.317
H: -0.3021 -0.0337 -2.0296  0.280
H: -1.4124 2.0037 0.0348  0.415
H: -0.1943 1.7411 1.3099  0.300
H: 0.2689 1.8542 -0.4019  0.372

The value obtained for the highest occupied orbital energy is -0.318 Ha. The LUMO energy is 0.48 eV. As for the net charge: 0. The SMILES is C[C@@H]1C[C@@]1(C)N=O. The calculation puts the orbital gap at 0.335 hartree. Its max |F| is 3.6 eV/A.

=====

[9]
Here is 2 unconnected molecules or ions with the total composition C5H9NO from the OMol25 dataset. Energies are from ωB97M-V/def2-TZVPD.

Last column: Mulliken charge in e.
Geometry (Å):
H: -2.4781 0.0941 -2.2470  0.281
N: -2.3689 0.6401 -1.3904  -0.748
C: -1.2683 0.3259 -0.8464  0.552
C: -0.7915 1.0270 0.3543  -0.260
C: 0.4633 0.8789 0.7875  -0.658
C: 1.3985 -0.0396 0.0556  -0.538
C: 0.6133 -1.1427 -0.6363  -0.431
O: -0.4463 -0.6045 -1.4226  -0.411
H: -1.5024 1.6804 0.8456  0.400
H: 0.8429 1.4313 1.6470  0.477
H: 1.8700 0.6033 -0.6932  0.298
H: 2.1943 -0.4732 0.6761  0.364
H: 0.2064 -1.8561 0.0955  0.309
H: 1.2420 -1.7029 -1.3332  0.299
H: -0.3028 -0.3228 1.8837  -0.091
H: 0.2874 -0.5936 2.2760  0.156

The value obtained for the highest occupied orbital energy is -0.335 Ha. The LUMO energy is 0.82 eV. As for the net charge: 0. The SMILES is [H]/N=C1/C=CCCO1.[H][H]. The calculation puts the orbital gap at 0.365 hartree. Its max |F| is 1.8 eV/A.

=====

[10]
Here is C5H9NO in the gas phase from the OMol25 dataset. Energies are from ωB97M-V/def2-TZVPD.

Last column: Mulliken charge in e.
Geometry (Å):
H: -0.0735 -2.2692 -0.4088  0.273
N: -0.3821 -1.7427 -1.2264  -0.659
C: -0.8348 -0.6064 -0.9067  0.648
C: -1.3611 0.3638 -1.9245  -0.972
O: -0.8946 -0.0716 0.3573  -0.365
C: 0.2143 -0.3361 1.1783  -0.169
C: 0.7677 0.8664 1.8633  -0.605
C: 1.5109 0.2454 0.7093  -0.351
H: -2.4265 0.2020 -2.1085  0.281
H: -1.2264 1.3849 -1.5611  0.297
H: -0.8195 0.2272 -2.8619  0.321
H: 0.1958 -1.2908 1.7022  0.389
H: 0.2466 1.8004 1.6775  0.240
H: 1.1741 0.7540 2.8627  0.244
H: 1.4748 0.7671 -0.2435  0.185
H: 2.4342 -0.2943 0.8908  0.243

The value obtained for the highest occupied orbital energy is -0.374 Ha. The LUMO energy is 1.08 eV. As for the net charge: 0. The SMILES is [H]/N=C(/C)OC1CC1. The calculation puts the orbital gap at 0.413 hartree. Its max |F| is 0.4 eV/A.

=====

[11]
Here is C5H9NO in the gas phase from the OMol25 dataset. Energies are from ωB97M-V/def2-TZVPD.

Last column: Mulliken charge in e.
Geometry (Å):
C: 1.1468 -1.5542 -0.6662  -1.125
C: 0.7452 -0.1638 -0.3457  -0.185
C: 1.2764 1.0846 -0.0391  0.616
O: 2.3594 1.6269 0.1425  -0.748
C: -0.1671 1.6845 -0.0234  -0.578
N: -0.6780 0.2676 -0.2212  0.127
C: -1.4459 -0.3355 0.9096  -0.818
H: 0.7084 -2.3095 0.0064  0.296
H: 2.2332 -1.6203 -0.5552  0.317
H: 0.9046 -1.8555 -1.6979  0.255
H: -0.4206 2.3039 -0.8888  0.258
H: -0.5594 2.1343 0.8921  0.284
H: -1.2349 0.1881 -1.0778  0.369
H: -0.7651 -0.9867 1.4597  0.291
H: -2.2912 -0.9143 0.5308  0.339
H: -1.8117 0.4498 1.5741  0.302

The value obtained for the highest occupied orbital energy is -0.265 Ha. The LUMO energy is 0.48 eV. As for the net charge: 0. The SMILES is CC1=C([O-])C[N@@H+]1C. The calculation puts the orbital gap at 0.283 hartree. Its max |F| is 0.2 eV/A.

=====

[12]
Here is C5H9NO in the gas phase from the OMol25 dataset. Energies are from ωB97M-V/def2-TZVPD.

Last column: Mulliken charge in e.
Geometry (Å):
C: -0.8027 1.1784 1.4646  -0.681
O: -0.1347 1.1985 0.2196  -0.394
C: 0.0378 -0.0375 -0.4450  1.428
C: 1.2569 0.1593 -1.3455  -1.510
C: 0.2328 -1.2321 0.4943  -1.520
C: -1.1519 -0.3249 -1.3022  0.051
N: -2.0499 -0.5936 -1.9820  -0.487
H: -1.7795 0.6771 1.4160  0.307
H: -0.1876 0.7005 2.2387  0.268
H: -0.9539 2.2240 1.7390  0.260
H: 2.1059 0.4245 -0.7089  0.384
H: 1.0792 0.9790 -2.0460  0.351
H: 1.4876 -0.7529 -1.9037  0.378
H: 0.4260 -2.1323 -0.0948  0.431
H: -0.6548 -1.4191 1.1048  0.373
H: 1.0886 -1.0490 1.1512  0.361

The value obtained for the highest occupied orbital energy is -0.391 Ha. The LUMO energy is 0.80 eV. As for the net charge: 0. The SMILES is COC(C)(C)C#N. The calculation puts the orbital gap at 0.421 hartree. Its max |F| is 1.2 eV/A.

=====

The evaluated relative energy (zero: lowest compared OMol25 entry of this formula, charge and spin) for the records listed, in turn: 73.32 461.81 441.88 697.09 387.57 381.30 433.49 449.07 306.76 194.56 307.68 143.52 kJ/mol.
The evaluated E_tot for the records listed, in turn: -325.909627 -325.761662 -325.769251 -325.672048 -325.789937 -325.792324 -325.772446 -325.766513 -325.820715 -325.863452 -325.820366 -325.882889 a.u..